[1]
Density functional theory data (the ωB97M-V functional and the def2-TZVPD basis) for C37H38BeIO5PSSb2 as an isolated structure.

Geometry (Å):
S -2.5048 -0.7117 1.0248
C -1.3427 -0.1135 -4.6799
O 1.3868 -1.4062 -2.6828
H 2.0010 -2.9281 -0.5917
C -3.0175 4.3272 2.2135
C 4.6903 -1.4886 2.4597
C 0.7060 3.1499 -3.8478
C -0.7800 5.0760 1.7640
H 4.4982 -0.1835 -1.3666
H -2.1080 6.0262 3.1550
I -1.3835 0.0435 -9.0010
Sb 0.3907 0.3899 3.2401
H 0.8309 1.5288 -2.4598
H -1.6602 2.0267 3.8462
C -0.1418 -0.7450 -4.3780
C -1.9812 5.2195 2.4448
H 2.0075 0.6809 5.4258
C 0.2758 2.4091 -2.7553
H -5.5027 1.2649 -3.3022
H -3.4498 2.4170 -2.6422
C -4.5830 -0.7339 -0.7339
P -1.3678 1.8225 -0.5908
C -4.9265 0.8862 -2.4680
H -6.2329 -0.7754 -2.1026
C -0.8546 -0.3051 -7.0148
H 1.6270 -1.6512 -5.1544
O -3.2083 -1.8170 1.5927
C -1.5331 3.9534 -2.4201
Be -0.3401 -0.2213 -0.5505
C -0.5837 2.1581 3.9459
H -2.3796 4.3005 -1.8384
C -0.6193 4.0424 0.8554
H -1.6440 5.5857 -3.7987
C -1.1094 4.6886 -3.5144
C -1.7046 0.1095 -5.9989
H 0.9946 -1.2680 -7.5280
H 2.9303 1.3756 1.9441
H 0.1630 -1.7870 4.8229
C 2.2290 0.6989 4.3581
H 0.3169 3.9465 0.3159
C 0.6958 -1.1609 -5.4053
C -3.7659 1.5482 -2.0820
C 5.0344 -2.4204 3.4236
C -0.4945 -0.9308 4.6714
Sb 2.1881 -0.3482 -0.0118
O -0.5469 -0.4784 -2.0761
H -1.9929 0.2030 -3.8748
H 3.1609 0.0697 -2.5103
C -5.3352 -0.2538 -1.7986
C 4.4476 -2.3478 4.6768
H 4.3246 0.7738 1.0676
C 3.5409 0.3148 -1.5228
C -3.0032 1.0921 -1.0133
O -2.2601 0.4397 1.8635
H 0.3366 4.8566 -5.0910
C 3.5525 -1.3289 4.9538
C 0.3432 -0.9451 -6.7276
H 0.0329 5.7687 1.9403
H -0.6358 -0.4086 5.6178
O -1.2181 -1.1820 0.3719
H 2.5980 1.6971 4.1099
H 1.5853 2.8364 -4.3956
C -3.4360 -0.0661 -0.3501
C 0.0071 4.2819 -4.2351
H 3.1137 -1.2565 5.9422
H -0.2862 3.0233 3.3548
C 0.2885 -0.9403 -2.9558
C 3.2070 -0.3706 3.9992
H -1.4551 -1.2876 4.3024
C -1.6585 3.1438 0.6207
H 3.6873 -2.5877 -0.1407
H -0.3280 2.3265 4.9925
C 3.7656 -0.4758 2.7098
H -2.6376 0.6035 -6.2338
H -3.9547 4.4340 2.7441
C 2.6444 -2.4143 0.1175
H -3.6661 2.5895 1.1414
C -2.8588 3.2901 1.3055
H 2.4569 -2.7683 1.1294
H 3.6867 1.3913 -1.4290
H 4.6962 -3.0726 5.4417
H 5.1499 -1.5452 1.4787
C -0.8600 2.7887 -2.0454
H 5.7526 -3.1975 3.1959
H -4.8766 -1.6222 -0.1914
C 3.4168 0.4674 1.5929

Output
Relative energy (zero: lowest compared OMol25 entry of this formula, charge and spin)   3.1 kcal per mole
LUMO energy   0.00710 Ha

=====

[2]
Density functional theory data (the ωB97M-V functional and the def2-TZVPD basis) for C37H38CsN4O7 as an isolated structure.

Geometry (Å):
C 4.3501 -2.3163 0.8287
O 0.0851 0.8813 2.5719
H -2.2116 5.5107 -0.4081
N -1.2171 -4.3590 0.4944
H 0.2716 -1.8243 3.1579
C 2.9580 1.2334 2.0485
H -4.1789 -7.0506 1.0463
H 4.1116 -8.3419 -0.2836
O 1.9228 -4.4344 -1.7883
C 2.7678 -3.7713 -0.9486
H 0.2369 3.8870 0.9227
H 4.9379 -1.7208 1.5159
C -4.6607 -3.1848 0.1363
C -0.0791 3.8432 -0.1255
H -5.1391 -5.9600 0.0164
C 1.4811 -8.7003 -1.0678
C -3.8559 4.1330 -0.2030
H 7.2316 -0.2965 4.2529
H -3.4731 -6.3704 -0.4438
C 3.1734 0.0009 4.1610
O 0.7177 2.9303 -0.8369
H -5.6327 -3.5308 0.4693
C 0.6007 -6.5728 -0.2882
H 4.3346 -7.9406 1.4362
O 2.3213 1.6372 1.0253
H 5.9923 -2.8555 -0.4417
H 8.2682 1.1271 4.0029
H 2.2218 -9.4853 -1.0074
H -0.6105 -0.8050 4.2925
C -0.4849 -7.7757 -2.0798
C 4.5280 0.2500 4.2406
N 0.7628 -5.5129 0.6040
O 6.4498 1.2985 3.1741
C 5.1097 1.0010 3.2076
C -4.1386 -6.1714 0.4036
C 2.3547 0.4594 3.1237
H -1.5520 -5.2052 0.9275
H 1.7093 -5.4354 0.9487
C -1.5519 3.4860 -0.1461
C -3.2247 -1.6448 -1.0140
H 2.7273 -0.5648 4.9678
H 6.9475 1.1898 5.1904
H -4.6259 4.8896 -0.2952
H 3.1911 -5.9413 -2.4397
C -3.5292 -3.9065 0.4626
H 4.5973 -4.1336 -2.0093
H -3.3770 0.8179 0.1996
C 0.3806 -1.0264 3.9011
H 0.3889 -9.6495 -2.6556
C -4.1926 2.8013 -0.0270
C 0.9058 0.1952 3.1652
H 1.0220 -1.4054 4.6912
C -2.0287 -2.3105 -0.6823
H 3.0057 -4.5616 -3.5571
O -3.6532 -5.0983 1.1912
H 3.3142 -9.3227 0.9752
C 4.1370 -3.6666 -1.1499
H 1.3329 2.5011 -0.2104
Cs 0.3176 -0.0643 -0.1420
C 2.9799 -2.4357 1.0327
C 2.4901 -5.1956 -2.8293
N -1.8773 2.2041 0.0053
C -4.5039 -2.0284 -0.6166
C 7.2539 0.7966 4.2166
H 4.8374 2.0335 1.3662
O 2.5424 -7.4142 0.7048
C 1.5559 -7.6071 -0.2254
C -2.5167 4.4813 -0.2656
H -5.3740 -1.4409 -0.8970
N 0.7812 -3.1571 0.3844
C 3.6295 -8.3128 0.6977
H 0.0308 4.8463 -0.5527
H 2.5196 -1.9436 1.8807
C 0.4477 -8.7905 -1.9999
C 4.3608 1.4737 2.1602
H 1.6612 -5.7053 -3.3144
C -0.4088 -6.6700 -1.2371
C 0.1275 -4.2577 0.4502
H -3.1649 -0.7494 -1.6374
C 4.9279 -2.9398 -0.2613
H -1.2833 -7.8228 -2.8097
H -1.1207 -5.8622 -1.3357
H 5.0981 -0.1209 5.0782
C -2.2548 -3.4622 0.0801
C -3.1643 1.8741 0.0686
C 2.1638 -3.1637 0.1730
H -5.2232 2.4785 0.0306

Output
Relative energy (zero: lowest compared OMol25 entry of this formula, charge and spin)   0.0 kcal per mole
LUMO energy   0.08125 Ha
Total charge   -1

=====

[3]
Density functional theory data (the ωB97M-V functional and the def2-TZVPD basis) for C37H38FN6O4STi as an isolated structure.

Geometry (Å):
C -3.0309 -7.0620 2.2801
H -3.1588 -6.5535 0.2033
H -5.2557 -5.2965 0.2649
N -0.7555 1.5610 -1.0682
H -0.3164 0.7437 -2.9004
H -2.8191 -4.5727 -0.7742
H -2.6971 -4.9879 5.8503
H -2.1244 4.6349 -2.9990
H -4.3981 -6.4309 3.8257
H -5.3127 -5.3611 2.0215
C -1.6395 -2.2647 1.4028
C 2.0976 2.0368 -0.4646
H 2.6165 3.7773 1.6456
C -1.9730 -3.0093 2.6208
Ti -0.0491 -0.0557 0.1275
C 0.9883 -1.3286 -3.4780
C -2.5504 -4.1205 0.1709
C -0.7342 1.5175 2.8260
H 0.7266 -0.0118 3.1587
N 1.5476 -0.0897 -1.3941
F -1.7696 -2.6302 6.2256
O -1.0699 -1.1344 1.4842
C -2.0017 -3.1559 4.9957
C -1.2101 2.6604 -3.1486
N -1.2289 2.6280 0.9193
O 1.5611 -3.0496 1.8832
H -1.3180 -1.4263 3.9320
H -2.8718 -7.0425 4.4328
H 3.0025 5.1363 0.5800
C -1.7425 3.7820 -2.4512
N -0.6576 1.4864 1.4309
C 2.2832 1.0655 -1.4761
C -2.5129 -4.4477 4.9309
C -2.5133 -4.3023 2.5375
H 5.1512 4.0321 -3.5265
S 2.1841 -1.7153 1.8589
C 1.5289 -2.5415 -1.3509
C 4.7473 3.0252 -3.6358
H 1.3547 4.4882 0.6586
C -2.0021 -2.8698 0.1682
H 1.2611 -0.4946 -4.1285
C 0.0325 0.6638 3.6285
C -4.9816 -5.8943 1.1317
O -2.2725 -2.6499 -2.1699
H 3.9995 -1.2722 -1.8168
C 3.8214 2.6860 -2.4938
C -0.7407 1.6107 -2.4201
C 1.8376 -1.2936 -2.1985
C -1.7229 -2.4263 3.8718
N -2.7705 -4.8509 1.2832
H 1.1733 -2.2544 -4.0254
C -3.4770 -6.1315 1.1613
N 1.4862 -0.5927 1.2005
H 3.5869 -0.9584 -3.5141
H 4.1381 4.5404 -1.4565
C 3.3064 -1.5126 -2.6228
C -1.7599 3.7740 -1.1026
H 5.5877 2.3288 -3.6807
C 3.6274 3.5855 -1.4580
H 4.2298 2.9720 -4.5952
C 2.7308 3.2599 -0.4398
C -2.7757 -5.0384 3.7105
H -0.9782 1.5854 6.7363
H -2.3392 3.1371 5.3529
C -1.2379 2.6387 -0.3822
C 2.4138 4.2235 0.6709
C -0.9103 1.5681 5.6576
H -0.0746 -1.2740 -3.2590
H 0.5629 0.0122 5.5853
H -1.1642 2.6334 -4.2266
H 3.4225 -2.5698 -2.8676
C 3.1604 1.4628 -2.5082
H 2.2980 -2.6904 -0.5955
C -1.5855 2.4179 3.4989
O -1.1705 -1.0477 -1.0862
C -1.8202 -2.1624 -1.1446
H -2.1763 3.0994 2.9090
H -2.1417 4.5982 -0.5189
H -5.5119 -6.8441 1.0775
H 3.3147 0.8532 -3.3823
C -1.6675 2.4320 4.8775
C -0.0552 0.6898 5.0099
H 1.3677 1.8358 0.3140
C -3.3188 -6.4415 3.6386
H 0.5705 -2.4960 -0.8337
H -1.9594 -7.2486 2.1779
H 1.5138 -3.4268 -1.9900
H -3.5467 -8.0188 2.1721

Output
Relative energy (zero: lowest compared OMol25 entry of this formula, charge and spin)   11.3 kcal per mole
LUMO energy   0.05855 Ha
Total charge   -1

=====

[4]
Density functional theory data (the ωB97M-V functional and the def2-TZVPD basis) for C37H38N4P2S3Sn as an isolated structure.

Geometry (Å):
H 7.9115 0.0261 -2.3728
H 6.9532 -1.2433 -4.2697
H 2.2782 1.5875 -0.6533
C 1.1898 -4.8982 0.8330
S 1.3273 -1.5890 1.9662
H -0.7071 3.9776 0.9593
H 0.1199 1.1411 -2.3522
C 1.5921 -5.0111 -4.6886
N -1.6490 -0.3994 3.0774
H 0.1218 -3.1797 -1.8730
H -4.7468 -1.4672 3.8178
H 4.0297 0.2387 -0.5848
H 1.1298 3.0711 -2.1062
C 4.5714 -2.0774 1.1569
C -1.8942 -0.6337 5.4435
C 6.8544 -0.2000 -2.3958
C -3.7310 -1.1422 3.9855
H 5.8586 -5.3518 -0.4082
C -0.3756 -6.2007 -0.4394
C 0.2234 -3.9938 -1.1688
H -3.2661 -0.8507 1.9044
H 3.4240 -5.6645 -3.7822
P 2.3218 -0.9848 -2.5550
C 4.1801 -4.0492 -0.1513
C 4.1314 -0.7884 -2.4544
C 2.9939 -3.6162 -3.3267
H -2.0825 3.8831 -0.8511
C -4.0219 -1.3811 6.4099
H 6.5510 -1.8328 1.9275
C 4.9629 -1.1991 -3.4905
N -4.6707 -1.6416 7.3193
C -3.2093 -1.0501 5.2696
H 3.5101 -4.6933 -0.7069
H 0.0234 1.6178 2.7534
H -0.1538 -4.0586 -5.4936
C 4.6767 -0.0732 -1.3957
C -1.6748 2.0312 -1.9295
H 4.1955 -1.1721 1.6178
C 1.5799 2.2789 -0.1785
N -0.3255 1.6342 -1.5642
H 0.5609 -6.8672 1.3749
N 0.9333 1.5342 0.9135
H 1.0163 3.0316 2.3857
C 3.7086 -2.8614 0.3967
C 5.5025 -4.4268 0.0248
C -0.5018 -5.1651 -1.3477
H 1.8391 -4.7885 1.6940
H -3.4595 2.8563 -1.1095
H 1.6413 0.9575 1.3685
C -0.9494 3.1226 1.5872
C 2.7333 -4.8424 -3.9207
S 1.6885 0.4964 -3.7433
S -2.3327 2.2114 0.8427
H -0.1235 -0.0226 4.4011
C 0.9963 -2.7161 -4.2909
C -1.1607 -0.3247 4.3102
H -0.0019 3.5845 -0.8671
C -2.9049 -0.8011 2.9253
C 0.2898 2.3229 1.9638
H -2.2391 1.1206 -2.1375
C 0.5742 2.7356 -1.2238
H 6.4406 0.7814 -0.5347
H 7.3924 -3.9222 0.9032
H -1.1585 -5.2617 -2.2008
P 1.9917 -2.2952 0.1659
H -0.9379 -7.1148 -0.5762
C 6.3179 -0.9141 -3.4583
H 1.3840 -5.9664 -5.1501
C 0.4704 -6.0640 0.6563
C 0.7278 -3.9400 -4.8778
C 5.8897 -2.4536 1.3378
C -2.3983 2.8402 -0.8584
Sn -0.2401 -0.3231 0.0554
H 4.5491 -1.7301 -4.3395
C 1.0796 -3.8560 -0.0878
C 6.0285 0.2239 -1.3661
H -1.4589 -0.5612 6.4290
C 2.1229 -2.5469 -3.4899
H 3.8930 -3.4941 -2.7348
H -1.6835 2.6311 -2.8503
H -1.3291 3.5378 2.5220
C 6.3611 -3.6264 0.7636
H 2.1444 3.1321 0.2132
C 1.6352 -1.0836 -0.9811
H 0.3342 -1.8736 -4.4508

Output
Relative energy (zero: lowest compared OMol25 entry of this formula, charge and spin)   13.2 kcal per mole
LUMO energy   -0.00600 Ha

=====

[5]
Density functional theory data (the ωB97M-V functional and the def2-TZVPD basis) for C37H39CsN10O6S as an isolated structure.

Geometry (Å):
H -1.4522 1.6233 4.0198
H 3.0716 0.3223 1.4039
C -1.2625 4.4855 2.5403
C -2.3422 5.1768 3.0929
H 1.9673 1.0826 -1.7131
H -3.3601 0.3502 -2.1398
C 3.1509 -3.1438 -1.3281
O -0.7068 6.3017 1.1228
O -2.7240 0.8243 0.3348
H -1.2010 1.3011 -3.2646
O 2.8454 -3.3445 -4.4855
C -0.3875 -1.0286 -2.5279
C -4.8298 -1.0961 -2.7519
N -0.4373 -0.5425 -3.8364
H 0.0210 -1.2071 -5.7660
N -0.9647 3.2450 2.8982
H 4.9431 -0.6967 -2.7505
C -5.5420 -2.2266 -2.3813
C -5.2856 -2.8335 -1.1616
Cs -0.5212 1.9336 0.5337
N -0.0653 -0.2528 -1.5717
N -1.3483 -0.8464 2.0870
H -6.2997 -2.6322 -3.0394
N 3.0548 -0.6892 1.4206
C 0.4882 -1.1577 -4.7780
H -1.3633 -2.7707 -0.4406
N 0.6462 4.4480 1.1465
O 2.5940 5.6121 1.4282
C 1.6563 0.3998 4.3478
H -3.2324 -2.2383 3.1482
C -1.3665 -1.2465 3.3134
C -1.6775 -2.9695 -3.2974
C 4.0922 -0.6001 -0.7680
H 2.2092 -1.0254 1.8642
H -3.9547 5.0608 4.5150
H 5.0127 4.0010 -2.4861
H -3.4167 2.6993 5.1097
H 2.3552 1.0544 3.8405
C -0.4694 0.8980 -3.9627
H 0.7756 -2.1579 -4.4644
H -5.0131 -0.6353 -3.7136
N -0.7218 -2.3554 -2.4153
C 1.8210 0.0829 5.6901
C -0.5617 -3.0190 -1.1462
C -3.1254 4.5463 4.0399
C 3.5514 2.4375 -2.2625
H -2.0956 -3.0470 4.2395
C -3.6744 -1.1181 -0.6406
N -2.2890 -1.2435 1.2468
C 4.3629 -1.1945 -1.9872
N 0.6686 -0.0498 3.6076
H -5.8378 -3.7224 -0.8741
H 0.9424 -1.0002 7.3266
H 2.2960 -3.0920 0.6440
H -0.7705 1.1414 -4.9854
C -0.3693 5.1924 1.5418
C 2.5128 3.9027 -0.2127
S 4.1793 -3.1812 -3.8989
H -2.6166 -3.1662 -2.7639
H -0.1768 -0.6751 -0.6570
C -3.9086 -0.5420 -1.8831
C 3.3178 -1.2676 0.1816
H 2.6700 0.4511 6.2485
C -0.2015 -1.1781 5.5240
C 1.8971 4.7691 0.8619
H -4.1468 -2.7402 0.6565
O 5.0207 -2.2198 -4.6153
C 3.8836 -2.4548 -2.2714
C -2.8231 3.2382 4.3859
H 0.5013 1.3627 -3.7506
C 2.4577 2.0287 -1.5129
C 0.8611 -0.7283 6.2803
H -2.9405 -1.5699 4.7605
C -0.2711 -0.8296 4.1605
H 2.7988 -4.1357 -1.5691
N 1.9435 2.7435 -0.5254
H 3.9266 1.8161 -3.0616
H -1.8904 -2.3109 -4.1333
H -1.2840 -3.9145 -3.6801
H -0.5616 -4.0947 -1.3202
C 3.6345 4.3820 -0.8882
C -2.7882 -0.4245 0.3396
C -2.4792 -2.0788 3.9143
C 4.1536 3.6416 -1.9349
H -0.9646 -1.7868 5.9854
H 1.4138 -0.5771 -4.8555
C -4.3520 -2.2854 -0.3011
O 4.8525 -4.4556 -3.6356
H 4.0654 5.3219 -0.5785
C -1.7316 2.6383 3.7802
C 2.8701 -2.5595 -0.1052
H 0.3976 -2.7411 -0.7156
H -2.5351 6.1909 2.7716
H 4.4558 0.3958 -0.5442

Output
Relative energy (zero: lowest compared OMol25 entry of this formula, charge and spin)   42.1 kcal per mole
LUMO energy   0.12690 Ha
Total charge   -2